No. 1
ORCA calculation (the ωB97M-V functional and the def2-TZVPD basis) on a cluster of 2 separate species, C4H8O3 in total at a distorted geometry.

Geometry as ORCA input:
```
! RIJCOSX wB97M-V def2-TZVPD def2/J DEFGRID3
* xyz 0 1
C -1.23807 -1.51862 -0.29641
C 0.49823 -0.04920 -1.12577
C 0.55327 0.54874 0.07098
C 1.23505 -0.02174 1.25931
O -0.15914 1.64717 0.42736
O -0.96153 2.17286 -0.63013
O -0.79243 -2.06738 0.69097
H -1.32374 2.96754 -0.21623
H 0.68539 -0.95367 1.51219
H -1.94841 -0.68099 -0.22814
H -1.13916 -1.95723 -1.30163
H 1.16191 -0.86624 -1.33533
H -0.03254 0.39749 -1.94728
H 2.26126 -0.28993 1.02474
H 1.19991 0.67117 2.09536
*
```

* LUMO energy: 0.656 eV
* electronic energy: -382.769351 Ha
* orbital gap: 0.353 hartree

These are the natural (NBO) partial charges, in e, on atoms 1 to 2: 0.2626 -0.5694



No. 2
ORCA calculation (the ωB97M-V functional and the def2-TZVPD basis) on the molecule C4H8O3 at a distorted geometry.

Geometry as ORCA input:
```
! RIJCOSX wB97M-V def2-TZVPD def2/J DEFGRID3
* xyz 0 1
C 2.10579 -0.32328 0.06510
C 0.70980 0.39087 0.27808
C -0.49744 -0.51838 -0.17107
C -1.70928 0.28780 0.08840
H 1.90871 -0.52008 -0.80017
H 2.34832 -1.53052 0.30604
H 3.01111 0.05944 0.33774
H 0.73108 0.55599 1.24523
H -0.09729 1.94869 -0.31044
H -0.41251 -1.47742 0.31010
H -0.52773 -1.04040 -1.11865
H -3.50832 -0.26112 0.34299
O 0.74974 1.49963 -0.54981
O -2.89513 -0.49203 -0.27435
O -1.91685 1.42081 0.25081
*
```

* LUMO energy: 0.692 eV
* electronic energy: -382.819588 Ha
* orbital gap: 0.413 hartree

These are the natural (NBO) partial charges, in e, on atoms 1 to 2: -0.5906 0.1155



No. 3
ORCA calculation (the ωB97M-V functional and the def2-TZVPD basis) on a cluster of 2 separate species, C4H8O3 in total.

Geometry as ORCA input:
```
! RIJCOSX wB97M-V def2-TZVPD def2/J DEFGRID3
* xyz 0 1
C 1.56012 -1.78665 -0.84904
C 0.62833 -1.01812 -1.73878
O -0.39876 -0.50100 -1.36235
C -1.19010 1.73197 0.26072
O -1.94256 2.62651 0.58017
C -0.71296 0.73865 1.29931
O -0.92685 1.24482 2.58260
H 1.32868 -1.60074 0.20255
H 1.44283 -2.85760 -1.05482
H 2.60134 -1.52899 -1.06611
H 0.91532 -0.95104 -2.80666
H -0.84192 1.61858 -0.77788
H -1.26357 -0.20074 1.12602
H 0.34881 0.50156 1.14516
H -1.54871 1.98279 2.45911
*
```

* LUMO energy: 0.653 eV
* electronic energy: -382.891578 Ha
* orbital gap: 0.390 hartree

These are the natural (NBO) partial charges, in e, on atoms 1 to 2: -0.7278 0.4528